# 1
Below is a cluster of 10 separate species, C4H27NO10S in total in a non-equilibrium geometry, with properties calculated with ωB97M-V/def2-TZVPD.

```
43
C4H27NO10S | the Open Molecules 2025 dataset | ωB97M-V/def2-TZVPD
C 1.728 -0.090 2.941
N 1.209 -0.180 1.585
C 0.214 0.600 1.107
O -0.362 0.216 0.084
C 0.033 2.094 1.516
C 0.212 2.752 0.162
S 0.690 4.484 0.388
H 1.518 0.926 3.265
H 1.165 -0.874 3.507
H 2.751 -0.365 3.069
H 1.224 -1.064 1.084
H 0.770 2.435 2.251
H -0.837 2.192 2.142
H 1.013 2.349 -0.491
H -0.782 2.769 -0.333
H 0.811 4.820 -0.917
O -3.300 1.277 1.187
H -2.976 1.860 1.871
H -2.884 0.410 1.231
O -4.027 -1.202 -2.634
H -3.324 -0.725 -3.075
H -4.334 -0.567 -1.962
O 3.354 -1.591 -0.363
H 3.745 -0.968 -0.977
H 3.550 -2.491 -0.617
O 3.322 1.063 0.875
H 4.176 1.382 1.182
H 3.367 0.102 0.936
O 0.433 -1.015 -2.142
H -0.454 -0.628 -2.199
H 0.906 -0.489 -1.490
O 3.207 -2.715 -2.612
H 3.252 -2.271 -3.469
H 2.265 -2.629 -2.406
O 0.344 -2.824 0.101
H 0.340 -2.073 -0.509
H -0.549 -3.137 0.307
O -2.813 -2.916 -0.156
H -2.906 -2.371 -0.946
H -3.673 -3.242 0.114
O -4.091 1.295 -1.471
H -4.468 2.178 -1.600
H -3.819 1.224 -0.537
```

Values from the calculation:
Lowest unoccupied orbital energy = 0.009 Eh
SMILES = CNC(=O)CCS.O.O.O.O.O.O.O.O.O
HOMO energy = -9.015 eV

# 2
Below is a cluster of 2 separate species, C18H12F3N5 in total in a non-equilibrium geometry, with properties calculated with ωB97M-V/def2-TZVPD.

```
38
C18H12F3N5 | the Open Molecules 2025 dataset | ωB97M-V/def2-TZVPD
F 2.685 4.901 1.897
C 2.536 3.530 1.849
C 3.693 2.752 1.879
C 3.507 1.369 1.815
F 4.618 0.558 1.853
C 2.264 0.782 1.715
C 1.080 1.589 1.691
C -0.138 0.879 1.591
C -1.484 1.311 1.701
C -2.472 0.276 1.683
C -3.822 0.554 1.778
C -4.274 1.880 1.884
C -3.315 2.889 1.900
F -3.753 4.192 1.992
C -1.947 2.658 1.827
C 1.253 3.007 1.762
H 4.682 3.192 1.947
H 2.152 -0.301 1.657
H -0.011 -0.196 1.434
H -2.116 -0.751 1.592
H -4.541 -0.264 1.769
H -5.332 2.114 1.951
H -1.260 3.494 1.858
H 0.403 3.679 1.730
N 0.386 -4.672 -4.817
C 0.534 -3.517 -4.148
N 1.047 -2.425 -4.722
C 1.227 -1.314 -3.966
N 0.940 -1.165 -2.643
C 0.402 -2.193 -2.024
C 0.143 -3.449 -2.766
N -0.348 -4.358 -1.906
C -0.408 -3.711 -0.685
N 0.033 -2.406 -0.713
H 0.042 -5.492 -4.341
H 0.706 -4.742 -5.772
H 1.657 -0.441 -4.467
H -0.767 -4.210 0.218
```

Values from the calculation:
Lowest unoccupied orbital energy = -0.155 Eh
HOMO energy = -5.685 eV

# 3
Below is the ion C3H9N2O with charge +1 in a non-equilibrium geometry, with properties calculated with ωB97M-V/def2-TZVPD.

```
15
C3H9N2O | the Open Molecules 2025 dataset | ωB97M-V/def2-TZVPD
C 0.367 1.244 0.060
C 0.566 -1.252 0.078
C -1.452 -0.103 0.388
N -0.804 -1.203 -0.135
N 1.170 0.168 -0.432
O -2.485 0.313 -0.346
H 0.069 1.980 -0.662
H 0.643 1.605 1.035
H 0.813 -1.267 1.141
H 1.062 -2.063 -0.451
H -1.475 -0.003 1.468
H -1.134 -1.422 -1.073
H 1.150 0.153 -1.454
H 2.144 0.191 -0.114
H -3.097 0.890 0.128
```

Values from the calculation:
Net charge = +1
Lowest unoccupied orbital energy = -0.118 Eh
HOMO energy = -12.764 eV

# 4
Below is a structure of composition C9H13N2O in a non-equilibrium geometry, with properties calculated with ωB97M-V/def2-TZVPD.

```
25
C9H13N2O | the Open Molecules 2025 dataset | ωB97M-V/def2-TZVPD
C -4.074 -0.647 0.314
C -3.514 0.407 0.968
C -3.453 -1.220 -0.726
C -2.292 0.953 0.495
C -2.158 -0.735 -1.047
C 0.750 -0.613 0.143
C 2.838 -1.190 0.986
C 2.404 0.875 -0.468
C -0.350 0.791 -0.843
N -1.604 0.369 -0.536
N 2.016 -0.411 -0.002
O 0.019 -1.412 0.598
H -5.033 -1.101 0.571
H -3.816 0.969 1.860
H -3.949 -1.967 -1.276
H -1.930 1.932 0.940
H -1.782 -1.153 -1.971
H 2.464 -2.182 0.904
H 3.848 -1.084 0.438
H 2.937 -0.599 1.919
H 3.551 0.895 -0.260
H 2.188 0.804 -1.519
H 1.937 1.725 -0.017
H -0.217 1.774 -0.429
H -0.216 0.617 -1.839
```

Values from the calculation:
Net charge = +1
Lowest unoccupied orbital energy = -0.146 Eh
HOMO energy = -12.920 eV

# 5
Below is a cluster of 11 separate species, C11H44N22O11 in total in a non-equilibrium geometry, with properties calculated with ωB97M-V/def2-TZVPD.

```
88
C11H44N22O11 | the Open Molecules 2025 dataset | ωB97M-V/def2-TZVPD
N 2.080 -2.106 -4.722
C 1.250 -3.155 -4.706
N 1.318 -3.866 -5.796
O 0.467 -3.418 -3.803
H 2.921 -2.445 -5.167
H 2.156 -1.577 -3.866
H 2.013 -3.604 -6.481
H 0.837 -4.754 -5.795
N -1.705 -3.089 4.201
C -0.717 -3.120 5.083
N 0.125 -2.174 4.976
O -0.550 -4.002 5.904
H -2.193 -3.971 4.135
H -1.828 -2.395 3.478
H -0.190 -1.331 4.517
H 0.912 -2.071 5.602
N 1.737 4.773 0.279
C 1.406 3.520 0.423
N 2.100 2.860 -0.468
O 0.520 3.047 1.118
H 1.665 5.389 1.076
H 2.260 5.015 -0.551
H 2.133 1.852 -0.525
H 2.898 3.345 -0.854
N 2.826 -2.294 -1.615
C 3.501 -1.279 -2.159
N 4.719 -1.539 -1.955
O 3.085 -0.331 -2.703
H 1.840 -2.190 -1.424
H 3.332 -3.083 -1.239
H 5.370 -0.798 -2.168
H 4.855 -2.214 -1.215
N 3.183 -3.888 1.032
C 2.053 -3.295 1.348
N 2.149 -1.945 1.391
O 1.031 -3.838 1.758
H 3.201 -4.896 0.970
H 3.912 -3.265 0.716
H 1.256 -1.541 1.633
H 3.029 -1.484 1.572
N 3.334 4.130 -3.611
C 3.498 2.812 -3.467
N 2.396 2.269 -3.644
O 4.473 2.187 -3.109
H 4.229 4.570 -3.451
H 2.432 4.491 -3.885
H 2.321 1.275 -3.481
H 1.576 2.766 -3.962
N -0.674 0.091 0.994
C -0.239 -0.493 -0.063
N 0.409 0.231 -0.891
O -0.382 -1.750 -0.295
H -0.841 -0.549 1.757
H -0.548 1.088 1.093
H 0.801 -0.218 -1.706
H 0.423 1.238 -0.814
N -2.001 4.494 0.186
C -3.053 3.790 -0.128
N -2.758 2.699 -0.770
O -4.183 4.069 0.246
H -2.162 5.295 0.780
H -1.127 4.060 -0.074
H -3.501 2.194 -1.232
H -1.820 2.460 -1.059
N -2.664 -2.899 0.401
C -3.001 -3.850 -0.366
N -2.415 -3.906 -1.523
O -3.883 -4.608 -0.089
H -3.190 -2.863 1.263
H -1.809 -2.417 0.161
H -2.933 -4.411 -2.228
H -1.664 -3.279 -1.772
N -3.941 -0.199 0.647
C -3.874 0.202 1.887
N -4.511 1.280 2.161
O -3.326 -0.489 2.740
H -4.498 0.373 0.028
H -3.432 -1.042 0.424
H -4.815 1.808 1.355
H -4.763 1.509 3.111
N -1.463 3.084 3.027
C -2.279 3.160 4.070
N -3.387 3.758 3.680
O -2.026 2.588 5.121
H -0.618 2.608 3.310
H -1.631 3.366 2.072
H -4.236 3.837 4.222
H -3.197 4.351 2.885
```

Values from the calculation:
Lowest unoccupied orbital energy = -0.025 Eh
SMILES = NC(N)=O.NC(N)=O.NC(N)=O.NC(N)=O.NC(N)=O.NC(N)=O.NC(N)=O.NC(N)=O.NC(N)=O.NC(N)=O.NC(N)=O
HOMO energy = -8.433 eV

# 6
Below is an isolated molecule of C4H12N2O in a non-equilibrium geometry, with properties calculated with ωB97M-V/def2-TZVPD.

```
19
C4H12N2O | the Open Molecules 2025 dataset | ωB97M-V/def2-TZVPD
N -2.045 -0.937 -0.783
C -0.926 -1.812 -0.271
C 0.122 -0.995 0.383
C 0.189 0.560 0.223
N 0.271 1.035 -1.194
C 1.428 1.194 1.062
O 1.669 2.548 0.736
H -2.702 -0.711 0.034
H -2.662 -1.547 -1.323
H -0.627 -2.334 -1.250
H -1.117 -2.693 0.303
H 1.138 -1.255 0.107
H 0.257 -1.141 1.446
H -0.669 1.032 0.644
H -0.269 1.852 -1.442
H 1.222 1.004 -1.502
H 1.210 0.904 2.120
H 2.347 0.552 0.768
H 1.164 2.746 -0.061
```

Values from the calculation:
Lowest unoccupied orbital energy = 0.035 Eh
SMILES = NCC[C@H](N)CO
HOMO energy = -8.910 eV

# 7
Below is a cluster of 6 separate species, C15H42O6 in total, with properties calculated with ωB97M-V/def2-TZVPD.

```
63
C15H42O6 | the Open Molecules 2025 dataset | ωB97M-V/def2-TZVPD
C 10.135 2.221 19.329
C 9.551 2.083 20.716
C 8.313 2.930 20.888
O 9.256 0.703 20.930
H 9.440 1.793 18.601
H 11.063 1.654 19.230
H 10.318 3.268 19.086
H 10.304 2.382 21.459
H 7.988 2.936 21.932
H 7.494 2.484 20.315
H 8.448 3.968 20.584
H 8.465 0.618 21.480
C 5.245 -0.404 24.112
C 6.662 0.113 23.976
C 7.675 -0.899 24.425
O 6.934 0.478 22.622
H 5.103 -1.286 23.478
H 4.513 0.340 23.785
H 5.005 -0.697 25.135
H 6.759 1.021 24.588
H 7.552 -1.843 23.886
H 7.585 -1.077 25.497
H 8.700 -0.579 24.222
H 6.087 0.625 22.172
C -0.477 1.222 19.774
C -0.154 1.406 21.238
C 1.328 1.427 21.558
O -0.772 2.632 21.666
H -0.267 2.158 19.244
H -1.528 0.994 19.613
H 0.160 0.460 19.329
H -0.609 0.593 21.823
H 1.894 0.596 21.137
H 1.440 1.390 22.646
H 1.774 2.365 21.223
H -0.780 2.658 22.628
C 6.886 0.367 17.832
C 6.312 -0.980 18.230
C 7.170 -1.664 19.293
O 5.002 -0.710 18.766
H 7.747 0.242 17.173
H 7.158 0.957 18.707
H 6.162 0.931 17.234
H 6.224 -1.605 17.336
H 8.193 -1.800 18.945
H 6.755 -2.649 19.522
H 7.172 -1.051 20.193
H 4.520 -1.528 18.914
C 2.462 3.919 17.780
C 3.739 3.537 18.501
C 4.937 4.375 18.052
O 3.579 3.658 19.931
H 1.580 3.530 18.284
H 2.489 3.523 16.762
H 2.391 5.005 17.685
H 3.991 2.485 18.357
H 4.642 5.430 18.058
H 5.241 4.101 17.043
H 5.752 4.264 18.763
H 3.147 4.497 20.125
O 5.050 1.377 20.717
H 4.957 0.923 19.869
H 4.586 2.219 20.616
```

Values from the calculation:
Lowest unoccupied orbital energy = 0.020 Eh
SMILES = CC(C)O.CC(C)O.CC(C)O.CC(C)O.CC(C)O.O
HOMO energy = -9.390 eV

# 8
Below is the ion C10H9N2 with charge +1 in a non-equilibrium geometry, with properties calculated with ωB97M-V/def2-TZVPD.

```
21
C10H9N2 | the Open Molecules 2025 dataset | ωB97M-V/def2-TZVPD
C -3.566 -3.419 -1.315
N -3.076 -2.712 -0.570
C -2.467 -1.466 0.228
N -3.089 -0.993 1.220
C -2.229 0.050 1.722
C -1.000 0.042 0.850
C 0.183 0.744 0.887
C 1.167 0.461 -0.062
C 2.477 1.167 -0.019
C 0.927 -0.495 -1.058
C -0.245 -1.216 -1.114
C -1.196 -0.954 -0.136
H -3.986 -4.137 -1.978
H -2.019 -0.168 2.774
H -2.766 1.002 1.705
H 0.360 1.492 1.645
H 2.775 1.373 1.006
H 3.252 0.580 -0.506
H 2.405 2.122 -0.541
H 1.693 -0.682 -1.796
H -0.412 -1.960 -1.877
```

Values from the calculation:
Net charge = +1
Lowest unoccupied orbital energy = -0.172 Eh
SMILES = C#[N+]C1=NCc2cc(C)ccc21
HOMO energy = -12.661 eV

# 9
Below is a cluster of 2 separate species, C2H5N2P in total in a non-equilibrium geometry, with properties calculated with ωB97M-V/def2-TZVPD.

```
10
C2H5N2P | the Open Molecules 2025 dataset | ωB97M-V/def2-TZVPD
C -0.680 0.098 0.691
C -0.002 0.462 -0.592
N -1.480 -1.147 0.583
N -1.523 -1.680 -0.476
P -0.373 -1.058 -1.677
H -0.067 -0.400 1.539
H -1.394 0.900 1.018
H -0.366 1.358 -1.103
H 1.093 0.338 -0.423
H 1.105 -2.181 -0.972
```

Values from the calculation:
Spin multiplicity = 3
Lowest unoccupied orbital energy (alpha / beta) = 0.020 / -0.068 Eh
HOMO energy (alpha / beta) = -6.505 / -9.247 eV
⟨S²⟩ = 2.03

# 10
Below is a structure of composition C17H18Cl2N3O3W in a non-equilibrium geometry, with properties calculated with ωB97M-V/def2-TZVPD.

```
44
C17H18Cl2N3O3W | the Open Molecules 2025 dataset | ωB97M-V/def2-TZVPD
W -0.100 1.080 -0.024
N -2.080 0.016 -0.768
C -3.101 1.004 -1.170
C -2.998 2.195 -0.225
O -3.933 2.924 0.004
N -1.742 2.313 0.292
C -1.581 3.404 1.256
C -0.180 3.314 1.828
O 0.396 4.225 2.356
O 0.378 2.121 1.627
H -1.971 -0.694 -1.484
H -2.413 -0.467 0.062
H -4.113 0.605 -1.141
H -2.889 1.347 -2.183
H -2.325 3.335 2.053
H -1.711 4.381 0.790
Cl 2.502 1.426 -0.102
C 2.350 3.192 -0.225
Cl 0.791 3.481 -1.024
H 3.156 3.593 -0.828
H 2.309 3.618 0.775
C 2.049 -2.277 3.528
C 2.669 -2.593 2.326
C 2.155 -2.132 1.126
C 1.004 -1.346 1.122
C 0.372 -1.045 2.332
C 0.901 -1.500 3.528
N 0.478 -0.781 -0.068
C 0.356 -1.522 -1.256
C 0.031 -2.877 -1.298
C -0.200 -3.491 -2.518
C -0.120 -2.772 -3.705
C 0.218 -1.427 -3.674
C 0.476 -0.811 -2.460
H 2.454 -2.647 4.459
H 3.567 -3.196 2.323
H 2.644 -2.368 0.188
H -0.548 -0.471 2.319
H 0.405 -1.262 4.459
H -0.051 -3.436 -0.373
H -0.455 -4.542 -2.544
H -0.300 -3.262 -4.651
H 0.319 -0.869 -4.596
H 0.829 0.219 -2.434
```

Values from the calculation:
Spin multiplicity = 3
Net charge = +1
Lowest unoccupied orbital energy (alpha / beta) = -0.163 / -0.151 Eh
HOMO energy (alpha / beta) = -11.567 / -11.680 eV
⟨S²⟩ = 2.02

# 11
Below is an isolated molecule of C3H7NO2S in a non-equilibrium geometry, with properties calculated with ωB97M-V/def2-TZVPD.

```
14
C3H7NO2S | the Open Molecules 2025 dataset | ωB97M-V/def2-TZVPD
N 0.392 1.433 -0.644
C 0.007 0.481 0.396
C -0.943 -0.644 -0.027
S -2.457 0.036 -0.846
C 1.204 -0.068 1.142
O 1.527 0.169 2.263
O 1.858 -0.983 0.359
H 0.818 0.946 -1.434
H -0.469 1.809 -1.031
H -0.523 1.108 1.122
H -0.435 -1.231 -0.795
H -1.346 -1.264 0.766
H -2.406 -0.733 -1.937
H 2.773 -1.058 0.666
```

Values from the calculation:
Lowest unoccupied orbital energy = 0.022 Eh
SMILES = N[C@@H](CS)C(=O)O
HOMO energy = -9.555 eV

# 12
Below is an isolated molecule of C17H17NO4S in a non-equilibrium geometry, with properties calculated with ωB97M-V/def2-TZVPD.

```
40
C17H17NO4S | the Open Molecules 2025 dataset | ωB97M-V/def2-TZVPD
C 1.753 3.395 -1.948
C 1.103 2.250 -2.036
C 0.249 1.685 -0.940
N 0.787 0.415 -0.494
C 1.692 0.307 0.558
C 1.430 0.924 1.781
C 2.276 0.750 2.859
C 3.387 -0.072 2.751
C 3.657 -0.691 1.548
C 2.838 -0.491 0.440
C 3.252 -1.138 -0.831
O 3.945 -2.119 -0.894
O 2.887 -0.447 -1.923
S 0.217 -0.944 -1.282
O 0.140 -0.707 -2.692
O 0.928 -2.087 -0.798
C -1.445 -0.995 -0.618
C -2.538 -0.713 -1.415
C -3.805 -0.734 -0.858
C -3.985 -1.035 0.488
C -5.359 -1.083 1.081
C -2.868 -1.318 1.270
C -1.599 -1.297 0.722
H 2.371 3.762 -2.749
H 1.688 4.020 -1.071
H 1.180 1.615 -2.906
H -0.761 1.491 -1.315
H 0.189 2.382 -0.101
H 0.544 1.533 1.889
H 2.054 1.242 3.795
H 4.036 -0.224 3.600
H 4.517 -1.333 1.431
H 3.136 -0.939 -2.721
H -2.379 -0.491 -2.458
H -4.665 -0.517 -1.475
H -6.034 -0.412 0.555
H -5.338 -0.815 2.134
H -5.759 -2.094 0.999
H -2.997 -1.557 2.316
H -0.723 -1.521 1.310
```

Values from the calculation:
Lowest unoccupied orbital energy = 0.022 Eh
SMILES = C=CCN(c1ccccc1C(=O)O)S(=O)(=O)c1ccc(C)cc1
HOMO energy = -8.759 eV

The records above yield energy values of -37386.5929; -34460.1570; -8276.0605; -14562.6103; -67431.5951; -9368.7737; -28521.6655; -13487.2228; -14418.0870; -55398.4926; -19644.9717; -38419.5722 eV, respectively.